The following is a DFT calculation (ωB97M-V/def2-TZVPD) of a structure of composition C22H25Br37N2O2 in a non-equilibrium geometry.

Calculated values
- gap between HOMO and LUMO (eV) = 9.64
- electronic energy (eV) = -2621861.3765

Cartesian coordinates (Å):
C -1.284 -2.391 1.385
C -0.783 -1.197 0.561
O 0.359 -1.020 0.375
O -1.729 -0.326 0.036
C -1.791 0.907 0.743
C -2.692 0.857 2.046
C -4.023 1.535 1.747
N -5.039 1.747 1.313
C -1.970 1.659 3.222
C -2.954 2.629 3.866
N -3.471 3.317 4.599
C -1.454 0.607 4.263
C -0.163 1.024 5.016
C 1.122 0.891 4.152
Br 1.444 -0.995 3.626
H -1.904 -2.109 2.253
H -1.862 -3.035 0.687
H -0.428 -3.003 1.721
H -2.193 1.721 0.113
H -0.750 1.210 0.991
H -2.847 -0.200 2.320
H -1.139 2.256 2.799
H -2.255 0.441 5.012
H -1.260 -0.345 3.739
H -0.035 0.306 5.853
H -0.187 2.060 5.403
H 1.071 1.467 3.200
H 2.015 1.232 4.707
C 3.715 2.819 1.694
Br 5.271 1.701 1.894
Br 2.176 1.808 1.110
Br 3.332 3.831 3.295
H 3.937 3.537 0.914
C -1.561 6.229 5.243
Br -0.293 4.801 4.948
Br -1.641 6.743 7.103
Br -1.215 7.740 4.088
H -2.539 5.843 4.979
C -3.383 -4.718 -1.881
Br -2.508 -6.286 -2.586
Br -3.729 -4.879 0.013
Br -2.403 -3.104 -2.294
H -4.344 -4.640 -2.375
C -1.997 11.522 6.476
Br -0.402 10.457 6.711
Br -3.494 10.458 5.873
Br -2.428 12.527 8.068
H -1.784 12.242 5.695
C 6.157 -1.600 -1.169
Br 7.500 -0.588 -2.122
Br 6.869 -2.394 0.441
Br 4.586 -0.541 -0.804
H 5.852 -2.412 -1.818
C 0.819 -5.273 -5.288
Br -0.962 -4.709 -5.773
Br 1.371 -4.519 -3.598
Br 0.988 -7.197 -5.309
H 1.491 -4.886 -6.044
C 8.890 2.639 4.185
Br 7.433 2.298 5.406
Br 10.608 2.447 5.045
Br 8.759 1.548 2.596
H 8.805 3.672 3.869
C -0.546 4.327 -1.263
Br 0.280 2.684 -1.872
Br -0.831 4.354 0.651
Br 0.450 5.875 -1.842
H -1.522 4.385 -1.730
C 8.638 -5.733 2.653
Br 9.640 -5.475 1.022
Br 8.503 -4.099 3.674
Br 6.902 -6.507 2.313
H 9.191 -6.441 3.258
C -2.051 -4.618 -9.777
Br -3.185 -6.180 -9.816
Br -0.196 -5.083 -9.500
Br -2.280 -3.523 -11.351
H -2.361 -4.022 -8.927
C -5.618 -1.326 -9.767
Br -4.247 -0.245 -10.591
Br -4.964 -2.250 -8.202
Br -7.205 -0.298 -9.377
H -5.899 -2.085 -10.487
C -6.166 -6.429 -6.597
Br -6.981 -5.850 -8.249
Br -5.399 -8.193 -6.753
Br -4.876 -5.146 -5.946
H -6.955 -6.488 -5.857

These are the Mulliken partial charges, in e, on atoms 1 to 8: C 0.033; C 0.644; O -0.494; O -0.317; C 0.024; C 0.349; C -0.215; N -0.476

The following is a DFT calculation (ωB97M-V/def2-TZVPD) of a structure of composition C22H25BrMnN3O3Se2Te.

Calculated values
- ΔE to the lowest compared entry with this formula, charge and spin (kcal per mole) = 0.0
- expectation value of S² = 6.2811
- gap between HOMO and LUMO (spin up / spin down) (eV) = 6.54 / 7.18
- 2S+1 = 5
- electronic energy (eV) = -273180.9292

Cartesian coordinates (Å):
Mn 0.194 0.385 0.632
O 1.568 0.835 -1.290
C 2.222 2.103 -1.413
C 2.827 2.568 -0.087
C 3.960 3.534 -0.503
O 4.603 4.170 0.582
C 3.476 1.411 0.681
Se 2.303 0.307 1.802
C 1.840 3.352 0.799
Se -0.028 2.775 0.760
H 1.227 0.580 -2.153
H 1.514 2.854 -1.778
H 3.028 1.991 -2.146
H 3.559 4.280 -1.203
H 4.741 2.976 -1.024
H 3.962 4.731 1.033
H 4.205 1.838 1.370
H 4.005 0.759 -0.014
H 1.793 4.392 0.460
H 2.195 3.342 1.829
Br -0.194 -4.952 5.819
C -1.186 -5.196 4.226
C -0.940 -6.302 3.426
C -1.681 -6.465 2.269
C -2.612 -5.506 1.890
C -2.869 -4.413 2.707
C -2.158 -4.267 3.887
N -3.365 -5.804 0.702
N -3.611 -4.966 -0.170
C -3.052 -3.641 -0.126
C -3.921 -2.590 -0.279
C -3.499 -1.254 -0.221
C -2.158 -0.950 -0.049
O -1.675 0.265 0.003
C -1.245 -2.053 0.047
N 0.063 -1.713 0.204
C 0.987 -2.644 0.256
C 0.667 -4.007 0.119
C -0.642 -4.376 -0.011
C -1.660 -3.394 -0.015
H -0.197 -7.032 3.713
H -1.540 -7.337 1.644
H -3.611 -3.674 2.439
H -2.356 -3.424 4.535
H -4.971 -2.812 -0.422
H -4.213 -0.450 -0.328
H 2.001 -2.301 0.420
H 1.459 -4.742 0.125
H -0.905 -5.419 -0.125
C -1.335 1.565 4.030
Te -1.163 -0.460 3.422
C 0.375 -0.927 4.810
H -0.353 2.028 3.969
H -1.739 1.611 5.037
H -1.998 2.069 3.331
H 0.038 -0.653 5.806
H 1.278 -0.385 4.539
H 0.557 -1.999 4.779

These are the Mulliken partial charges, in e, on atoms 1 to 8: Mn 0.733; O -0.305; C -1.315; C 2.076; C -1.336; O -0.537; C -1.222; Se -0.285

The following is a DFT calculation (ωB97M-V/def2-TZVPD) of a structure of composition C22H25ClEuNO5 in a non-equilibrium geometry.

Calculated values
- ΔE to the lowest compared entry with this formula, charge and spin (kcal per mole) = 0.0
- expectation value of S² = 15.7601
- charge = -1
- gap between HOMO and LUMO (spin up / spin down) (eV) = 5.51 / 6.31
- 2S+1 = 8
- electronic energy (eV) = -66794.9392

Cartesian coordinates (Å):
C 2.509 0.231 1.549
C 2.713 -0.388 0.272
C 2.595 0.625 -0.730
H 2.945 -1.439 0.099
C 2.347 1.870 -0.077
C 2.302 1.634 1.331
H 2.265 2.848 -0.564
C -1.564 -2.073 1.469
C -0.394 -2.579 0.841
C -0.519 -2.382 -0.557
H 0.431 -3.087 1.332
C -1.779 -1.758 -0.807
C -2.437 -1.592 0.450
H 2.709 0.490 -1.811
H 2.153 2.392 2.107
H 2.489 -0.281 2.510
H -3.454 -1.220 0.570
H 0.197 -2.687 -1.325
H -1.756 -2.031 2.525
Eu -0.096 0.297 0.632
C -2.443 -1.545 -2.154
C -3.861 -2.134 -2.093
C -1.661 -2.253 -3.268
H -3.836 -3.181 -1.763
H -4.334 -2.098 -3.083
H -4.490 -1.560 -1.402
H -1.623 -3.331 -3.056
H -0.632 -1.887 -3.371
H -2.168 -2.127 -4.234
C -2.620 -0.030 -2.471
C -1.375 0.805 -2.627
H -3.231 0.438 -1.675
H -3.180 0.038 -3.417
O -0.527 0.957 -1.707
N -1.261 1.404 -3.825
C -0.277 2.483 -4.109
H -2.114 1.429 -4.375
C 1.096 1.960 -4.431
C 2.215 2.634 -3.933
H 2.058 3.540 -3.342
C 3.495 2.136 -4.172
H 4.364 2.649 -3.754
C 3.656 0.987 -4.956
H 4.660 0.614 -5.161
C 2.540 0.334 -5.490
H 2.661 -0.562 -6.101
C 1.256 0.836 -5.247
H 0.374 0.356 -5.674
H -0.255 3.167 -3.249
H -0.684 3.014 -4.983
O 0.145 -0.942 3.545
Cl -0.281 0.410 3.954
O -1.277 0.365 5.001
O 0.856 1.212 4.321
O -0.923 1.058 2.711

These are the Mulliken partial charges, in e, on atoms 1 to 8: C -0.503; C -1.062; C 0.066; H 0.406; C -0.311; C -0.947; H 0.369; C -1.134

The following is a DFT calculation (ωB97M-V/def2-TZVPD) of a structure of composition C22H25FGeN2Re in a non-equilibrium geometry.

Calculated values
- charge = +3
- gap between HOMO and LUMO (eV) = 6.50
- electronic energy (eV) = -87532.8638

Cartesian coordinates (Å):
Re 1.381 1.999 -1.338
N 3.087 0.980 -2.388
C 4.394 1.675 -2.421
C 5.011 1.726 -1.027
C 4.347 2.792 -0.163
N 2.962 2.433 0.225
H 3.266 0.013 -2.093
H 2.743 0.912 -3.355
H 4.268 2.682 -2.831
H 5.061 1.141 -3.105
H 6.071 1.969 -1.111
H 4.928 0.748 -0.546
H 4.345 3.747 -0.693
H 4.939 2.935 0.745
H 2.571 3.253 0.708
H 3.016 1.697 0.935
F 0.315 3.214 -2.029
C 0.611 0.514 -0.512
Ge -0.778 -0.752 0.116
C -0.569 -2.796 0.035
C -1.588 -3.706 0.216
C -1.282 -5.048 0.010
C 0.005 -5.435 -0.328
C 1.001 -4.487 -0.496
C 0.728 -3.142 -0.303
C -2.125 0.842 1.523
C -1.920 0.128 2.730
C -1.425 0.767 3.852
C -1.108 2.116 3.798
C -1.271 2.818 2.604
C -1.753 2.196 1.469
C -2.886 0.197 0.398
C -2.761 0.659 -0.952
C -3.621 0.185 -1.934
C -4.606 -0.740 -1.623
C -4.735 -1.206 -0.314
C -3.890 -0.757 0.680
H -2.596 -3.419 0.487
H -2.059 -5.787 0.122
H 0.242 -6.481 -0.462
H 1.998 -4.783 -0.778
H 1.513 -2.400 -0.399
H -2.227 -0.909 2.818
H -1.315 0.210 4.769
H -0.764 2.621 4.688
H -1.053 3.873 2.571
H -1.936 2.782 0.579
H -2.065 1.460 -1.191
H -3.552 0.574 -2.938
H -5.302 -1.071 -2.379
H -5.538 -1.884 -0.069
H -4.078 -1.056 1.701

These are the Mulliken partial charges, in e, on atoms 1 to 8: Re 0.751; N -0.472; C -0.690; C -0.440; C -0.699; N -0.537; H 0.300; H 0.363